A.
Molecular formula: C9H14
Method: DFT, ωB97M-V with the def2-TZVPD basis set

Output
Spin multiplicity ... 2
Total charge ... -1

XYZ file:
```
23
Properties=species:S:1:pos:R:3:mulliken_charge:R:1
C 0.2490 2.3324 -0.5046 -2.64
C 1.1717 -0.2794 2.7439 -1.54
C -0.1640 0.1693 2.4134 1.07
C 2.1115 0.0510 1.8008 0.08
C -0.4517 1.0091 1.4882 -3.02
C 1.8349 0.8067 0.6205 -2.32
C 0.5677 1.3335 0.5822 3.47
H 1.4503 -0.8851 3.4717 0.61
H -0.9199 -0.1814 3.0881 0.51
H 3.1191 -0.1896 2.0529 0.54
H -1.3626 1.5440 1.4498 0.23
H 2.6358 0.6848 -0.0960 0.41
H 0.8244 2.3474 -1.4125 0.74
H 0.4519 3.2499 -0.0080 0.64
H -0.7993 2.1385 -0.9719 0.47
C -1.9142 -1.5989 -2.5868 -1.86
C -0.7757 -1.7309 -1.5510 -0.87
H -2.2588 -0.6523 -2.7797 0.87
H -1.7355 -2.1178 -3.5195 0.30
H -2.6948 -2.2217 -2.0975 0.39
H -0.8596 -1.4460 -0.4947 0.26
H -0.6171 -2.9778 -1.5988 0.26
H 0.1370 -1.3855 -2.0904 0.37
```

=====

B.
Molecular formula: C9H14
Method: DFT, ωB97M-V with the def2-TZVPD basis set

Output
Spin multiplicity ... 2
Total charge ... -1

XYZ file:
```
23
Properties=species:S:1:pos:R:3:mulliken_charge:R:1
C -0.1912 2.6431 0.9133 -1.38
C -0.5774 0.1983 0.4582 -0.60
C -0.6726 1.3008 1.3586 0.61
C -1.4498 -0.8628 0.5105 -0.16
C -1.6001 1.1665 2.4516 -0.63
C -2.4010 -0.9721 1.5888 -0.81
C -2.4174 0.0650 2.5382 -0.11
H 0.1823 0.1696 -0.3206 -0.07
H -1.4662 -1.5910 -0.2958 0.32
H 0.7443 2.6091 0.3490 0.32
H -0.1071 3.3708 1.7393 0.31
H -1.5862 1.9021 3.2535 0.22
H -3.1608 -1.7249 1.4204 0.26
H -3.0392 -0.0832 3.4277 0.29
H -0.9227 3.1719 0.2532 0.31
C 1.8964 -1.6504 -1.8741 -0.23
C 2.8408 -1.1687 -2.9705 -0.97
H 2.4189 -2.1306 -1.0562 0.31
H 1.2842 -0.8601 -1.4388 -0.13
H 1.1170 -2.2679 -2.3115 0.26
H 3.3705 -0.2419 -2.7727 0.31
H 3.4607 -1.9984 -3.3149 0.31
H 2.2767 -1.0449 -3.9071 0.27
```

=====

C.
Molecular formula: C9H14
Method: DFT, ωB97M-V with the def2-TZVPD basis set

Output
Spin multiplicity ... 2
Total charge ... -1

XYZ file:
```
23
Properties=species:S:1:pos:R:3:mulliken_charge:R:1
C -0.3618 1.5619 2.2546 -1.24
C 0.4733 1.0138 -1.3518 -0.69
C -0.2769 1.1181 -0.1649 -0.78
C 1.8241 0.8530 -1.4582 -0.58
C 0.4801 1.2758 1.0158 1.08
C 2.5444 0.9334 -0.2711 -0.45
C 1.8936 1.2197 0.9742 -0.61
H -0.0364 1.1324 -2.2905 0.27
H -1.3908 1.1006 -0.2944 0.36
H 2.2159 0.6757 -2.4786 0.36
H 3.5891 0.8317 -0.3408 0.43
H 0.4037 1.6239 3.0673 0.30
H -1.2155 0.8683 2.1448 0.20
H 2.4448 1.3775 1.9598 0.13
H -0.8255 2.4890 2.3052 0.27
C -0.7614 -2.4522 -0.9681 -0.81
C -2.1320 -2.0656 -0.4106 -0.76
H -0.0562 -2.6076 -0.0883 0.23
H -0.9353 -3.3012 -1.4651 0.47
H -0.3865 -1.6725 -1.5538 0.12
H -2.0444 -1.2510 0.3409 0.09
H -2.5524 -2.8469 0.2965 0.33
H -2.8938 -1.8779 -1.2230 0.26
```

=====

Stability check: which of them is least stable? A.

=====

A.
Molecular formula: C3H4NO
Method: DFT, ωB97M-V with the def2-TZVPD basis set

Output
SMILES string ... C=CC=[N+]=O
Total charge ... +1

XYZ file:
```
9
Properties=species:S:1:pos:R:3:mulliken_charge:R:1
C -1.6083 -0.2585 0.0879 -0.62
C -0.4141 -0.3297 -0.4768 0.02
C 0.8602 -0.0300 0.2725 0.12
N 1.9603 0.7469 -0.1042 0.48
O 2.8922 1.2965 -0.4137 -0.19
H -2.5697 -0.6390 -0.3592 0.26
H -1.7785 0.1116 1.0967 0.25
H -0.3014 -0.8080 -1.4814 0.33
H 0.9593 -0.0898 1.3782 0.36
```

=====

B.
Molecular formula: C3H4NO
Method: DFT, ωB97M-V with the def2-TZVPD basis set

Output
Total charge ... +1

XYZ file:
```
9
Properties=species:S:1:pos:R:3:mulliken_charge:R:1
C -1.2121 1.3290 0.1222 0.01
C 2.2236 0.5401 -0.4160 0.16
C 0.3688 -0.8991 0.1560 -0.29
N -0.7925 0.3641 -0.4175 -0.30
O 1.4643 -0.2400 -0.1047 0.18
H -1.2935 1.9569 1.0348 0.34
H -0.0145 -1.0225 1.1632 0.30
H 0.3399 -1.8803 -0.2792 0.35
H -1.0840 -0.1484 -1.2588 0.26
```

=====

C.
Molecular formula: C3H4NO
Method: DFT, ωB97M-V with the def2-TZVPD basis set

Output
Total charge ... +1

XYZ file:
```
9
Properties=species:S:1:pos:R:3:mulliken_charge:R:1
C 0.8580 0.8839 -0.0617 0.27
C -1.2163 -0.0185 -0.5943 -0.04
C -1.2585 -1.1870 -0.0980 0.11
N 1.3140 0.0350 0.7642 -0.51
O -0.3121 0.9744 -0.6206 -0.24
H 1.5945 1.6114 -0.3817 0.38
H -2.1050 0.2389 -1.2938 0.32
H -1.1036 -1.9812 0.5687 0.43
H 2.2424 -0.0327 0.9926 0.28
```

=====

D.
Molecular formula: C3H4NO
Method: DFT, ωB97M-V with the def2-TZVPD basis set

Output
Total charge ... +1

XYZ file:
```
9
Properties=species:S:1:pos:R:3:mulliken_charge:R:1
C -0.3363 1.0202 -0.0044 0.28
C 1.1184 -0.5373 -0.0865 -0.12
C -0.9992 -0.2935 -0.0649 -0.31
N 0.1076 -1.2270 -0.1222 -0.22
O 0.9061 0.8620 -0.0459 -0.13
H -0.7278 2.0553 0.2871 0.37
H 2.9882 -0.8518 -0.0717 0.46
H -1.3124 -0.5318 0.9422 0.31
H -1.7446 -0.4960 -0.8336 0.35
```

=====

Stability check: which of them is least stable? B.